ORCA calculation (wB97M-V/def2-TZVPD) on a cluster of 2 separate species, C5H10O2 in total.

Element x y z (Å)
C -1.017 -1.069 1.332
C 0.487 -1.057 1.310
C 1.312 -0.006 1.308
O 1.016 1.310 1.172
H -1.458 -1.510 0.427
H -1.452 -0.074 1.454
H -1.350 -1.684 2.176
H 0.972 -2.027 1.385
H 2.384 -0.147 1.433
H 0.118 1.398 0.800
C 0.414 0.401 -1.996
C -0.864 1.089 -1.611
O -1.196 1.374 -0.478
H 0.661 0.635 -3.034
H 0.291 -0.687 -1.911
H 1.225 0.693 -1.325
H -1.543 1.359 -2.441

Summary:
Energy relative to the best compared isomer or geometry (same formula, charge and spin) in kJ/mol: 189.8
Charge: 0
Electronic energy in eV: -9441.0761
LUMO in eV: 0.81
SMILES: C/C=C\O.CC=O
Frontier orbital gap in hartree: 0.3390
Maximum force in eV/A: 0.600